1.
# C23H33N3O4S

The molecule C23H33N3O4S (ωB97M-V with the def2-TZVPD basis set, the OMol25 dataset).

Output
Strongest force on any atom, eV/A: 0.89
SMILES: CCOC(=O)c1c(C)[nH]c(C)c1S(=O)(=O)NCC1CCN(Cc2ccc(C)cc2)CC1
LUMO energy, eV: 0.57
Frontier orbital gap, eV: 8.743
E_HOMO, eV: -8.17
Net charge: 0
DFT total energy, eV: -47883.1867

Last columns: bonded neighbours and bond lengths (Å).
Cartesian coordinates (Å):
1 S -3.39332 -0.07231 1.88150  O2 1.438, O4 1.433, N6 1.636, C28 1.787
2 O -3.55235 -0.20089 3.30477  S1 1.438
3 O -2.23890 1.79826 -1.97174  C10 1.429, C26 1.336
4 O -4.48671 0.44375 1.11179  S1 1.433
5 O -2.35618 -0.27352 -1.11920  C26 1.212
6 N -3.03290 -1.55414 1.28914  S1 1.636, C11 1.438, H34 1.009
7 N -0.63804 2.74534 1.78214  C15 1.368, C20 1.360, H33 1.008
8 N 1.76657 -1.50728 1.38323  C14 1.449, C19 1.456, C25 1.452
9 C 3.67879 0.02684 -2.98987  C17 1.392, C29 1.499, C30 1.387
10 C -2.69624 1.30780 -3.23351  O3 1.429, C18 1.522, H35 1.094, H54 1.092
11 C -2.41516 -2.59330 2.06747  N6 1.438, C12 1.540, H55 1.092, H59 1.096
12 C -0.87656 -2.65443 2.02458  C11 1.540, C16 1.530, C22 1.528, H51 1.097
13 C -1.66773 1.51491 0.26825  C20 1.383, C26 1.462, C28 1.428
14 C 1.27843 -1.57745 2.74619  N8 1.449, C22 1.534, H42 1.094, H61 1.095
15 C -1.41714 1.86652 2.48326  N7 1.368, C24 1.483, C28 1.371
16 C -0.34134 -2.59769 0.59187  C12 1.530, C25 1.534, H37 1.090, H45 1.092
17 C 4.34324 -0.36185 -1.83066  C9 1.392, C27 1.380, H64 1.081
18 C -1.54769 0.75513 -4.06612  C10 1.522, H38 1.088, H46 1.087, H52 1.086
19 C 1.61349 -0.19036 0.78211  N8 1.456, C23 1.504, H32 1.097, H44 1.100
20 C -0.78626 2.56582 0.44196  N7 1.360, C13 1.383, C21 1.485
21 C -0.00876 3.36873 -0.53576  C20 1.485, H43 1.092, H48 1.089, H50 1.085
22 C -0.25114 -1.53640 2.85772  C12 1.528, C14 1.534, H39 1.091, H60 1.089
23 C 2.32840 -0.11310 -0.53883  C19 1.504, C27 1.390, C31 1.387
24 C -1.45962 1.86552 3.96547  C15 1.483, H40 1.091, H62 1.089, H63 1.086
25 C 1.19269 -2.58081 0.59231  N8 1.452, C16 1.534, H47 1.092, H56 1.095
26 C -2.12474 0.90867 -0.98164  O3 1.336, O5 1.212, C13 1.462
27 C 3.67960 -0.42957 -0.62208  C17 1.380, C23 1.390, H57 1.079
28 C -2.05065 1.06489 1.56842  S1 1.787, C13 1.428, C15 1.371
29 C 4.41503 0.10374 -4.29312  C9 1.499, H36 1.089, H49 1.090, H53 1.087
30 C 2.33036 0.34002 -2.90363  C9 1.387, C31 1.385, H58 1.081
31 C 1.66154 0.26789 -1.69334  C23 1.387, C30 1.385, H41 1.081
32 H 2.06771 0.52807 1.47545  C19 1.097
33 H -0.04773 3.44600 2.20276  N7 1.008
34 H -2.86510 -1.53912 0.29444  N6 1.009
35 H -3.44848 0.53244 -3.05926  C10 1.094
36 H 4.91673 -0.83957 -4.50344  C29 1.089
37 H -0.70948 -1.70179 0.09106  C16 1.090
38 H -0.77994 1.51432 -4.19962  C18 1.088
39 H -0.54542 -1.64159 3.90321  C22 1.091
40 H -0.49900 1.55752 4.37998  C24 1.091
41 H 0.60831 0.50637 -1.64672  C31 1.081
42 H 1.72232 -0.75691 3.31682  C14 1.094
43 H 1.02944 3.03300 -0.56828  C21 1.092
44 H 0.56224 0.10133 0.63896  C19 1.100
45 H -0.69289 -3.46272 0.02651  C16 1.092
46 H -1.11018 -0.10990 -3.57334  C18 1.087
47 H 1.56821 -2.49214 -0.42964  C25 1.092
48 H -0.02084 4.42084 -0.25568  C21 1.089
49 H 5.17669 0.88215 -4.25138  C29 1.090
50 H -0.44046 3.26377 -1.52510  C21 1.085
51 H -0.58205 -3.61517 2.46586  C12 1.097
52 H -1.91917 0.45188 -5.04077  C18 1.086
53 H 3.73659 0.32824 -5.11232  C29 1.087
54 H -3.15631 2.17020 -3.72017  C10 1.092
55 H -2.74691 -2.42339 3.09428  C11 1.092
56 H 1.56696 -3.52069 1.01193  C25 1.095
57 H 4.19799 -0.74142 0.27184  C27 1.079
58 H 1.79348 0.63718 -3.79363  C30 1.081
59 H -2.82265 -3.54966 1.72144  C11 1.096
60 H -0.62439 -0.57617 2.50388  C22 1.089
61 H 1.64483 -2.51912 3.16888  C14 1.095
62 H -1.69320 2.86035 4.34241  C24 1.089
63 H -2.22719 1.16843 4.28924  C24 1.086
64 H 5.39319 -0.61343 -1.88226  C17 1.081

2.
# C20H30N4O3S

The molecule C20H30N4O3S in a non-equilibrium geometry (ωB97M-V with the def2-TZVPD basis set, the OMol25 dataset).

Output
Strongest force on any atom, eV/A: 1.16
SMILES: O=C(C1CCN(S(=O)(=O)c2cccnc2)CC1)N1CCN(C2CCCC2)CC1
LUMO energy, eV: 0.47
Frontier orbital gap, eV: 9.495
E_HOMO, eV: -9.03
Net charge: 0
DFT total energy, eV: -44165.2736

Last columns: bonded neighbours and bond lengths (Å).
Cartesian coordinates (Å):
1 S 4.83760 -0.65473 1.54596  O2 1.433, O4 1.432, N7 1.648, C9 1.801
2 O 4.63667 -0.04120 2.82488  S1 1.433
3 O 0.55428 -2.78281 -0.71282  C25 1.218
4 O 5.85407 -1.65127 1.38864  S1 1.432
5 N 4.95774 2.92970 -0.27900  C16 1.323, C17 1.322
6 N -0.85570 -1.09102 -1.10014  C20 1.450, C25 1.352, C28 1.442
7 N 3.40421 -1.33339 1.09765  S1 1.648, C19 1.439, C27 1.442
8 N -3.34589 -0.10033 -0.12907  C11 1.455, C21 1.458, C22 1.451
9 C 5.20836 0.65946 0.37094  S1 1.801, C17 1.385, C24 1.383
10 C 6.19336 1.41690 -1.65593  C16 1.389, C24 1.387, H51 1.079
11 C -2.90174 -1.45218 0.17335  N8 1.455, C20 1.526, H35 1.089, H36 1.106
12 C 1.70249 0.22531 0.23252  C14 1.538, C19 1.531, H44 1.090, H56 1.093
13 C 2.87634 -1.35947 -1.31690  C14 1.536, C27 1.531, H45 1.093, H49 1.091
14 C 1.55873 -0.61735 -1.04550  C12 1.538, C13 1.536, C25 1.531, H57 1.096
15 C -5.65129 -0.44088 0.70086  C21 1.544, C23 1.538, H32 1.089, H34 1.089
16 C 5.65863 2.66614 -1.36987  N5 1.323, C10 1.389, H40 1.082
17 C 4.74560 1.94772 0.57981  N5 1.322, C9 1.385, H58 1.081
18 C -6.15694 1.87656 1.24123  C23 1.527, C26 1.524, H41 1.089, H47 1.091
19 C 2.17978 -0.64131 1.40026  N7 1.439, C12 1.531, H31 1.091, H48 1.096
20 C -2.00421 -1.96283 -0.94985  N6 1.450, C11 1.526, H52 1.095, H55 1.090
21 C -4.34225 0.36851 0.82579  N8 1.458, C15 1.544, C26 1.533, H43 1.107
22 C -2.18054 0.75924 -0.22053  N8 1.451, C28 1.532, H38 1.090, H39 1.107
23 C -6.80814 0.56743 0.79957  C15 1.538, C18 1.527, H29 1.089, H30 1.090
24 C 5.95756 0.38570 -0.75917  C9 1.383, C10 1.387, H46 1.079
25 C 0.38724 -1.59559 -0.93030  O3 1.218, N6 1.352, C14 1.531
26 C -4.78179 1.81734 0.58747  C18 1.524, C21 1.533, H50 1.091, H54 1.089
27 C 3.35779 -2.14435 -0.09348  N7 1.442, C13 1.531, H37 1.090, H42 1.093
28 C -1.26872 0.26811 -1.35007  N6 1.442, C22 1.532, H33 1.087, H53 1.097
29 H -7.57851 0.23887 1.49544  C23 1.089
30 H -7.27348 0.70107 -0.17710  C23 1.090
31 H 2.36880 -0.03756 2.28861  C19 1.091
32 H -5.66807 -0.94544 -0.26413  C15 1.089
33 H -0.41838 0.93793 -1.45223  C28 1.087
34 H -5.71896 -1.19542 1.48337  C15 1.089
35 H -3.76831 -2.10652 0.25974  C11 1.089
36 H -2.34496 -1.48571 1.12802  C11 1.106
37 H 4.36166 -2.53962 -0.24802  C27 1.090
38 H -2.49726 1.77586 -0.45143  C22 1.090
39 H -1.61350 0.77551 0.73009  C22 1.107
40 H 5.80189 3.50286 -2.04054  C16 1.082
41 H -6.72788 2.75222 0.93644  C18 1.089
42 H 2.66916 -2.97457 0.08571  C27 1.093
43 H -3.95239 0.28505 1.85844  C21 1.107
44 H 0.75321 0.68883 0.50295  C12 1.090
45 H 3.63019 -0.62379 -1.60960  C13 1.093
46 H 6.34777 -0.60990 -0.90595  C24 1.079
47 H -6.04751 1.89759 2.32679  C18 1.091
48 H 1.41907 -1.39422 1.63463  C19 1.096
49 H 2.73560 -2.05765 -2.14280  C13 1.091
50 H -4.87224 1.99159 -0.48544  C26 1.091
51 H 6.77548 1.25687 -2.54979  C10 1.079
52 H -2.56800 -1.97252 -1.88839  C20 1.095
53 H -1.84469 0.28372 -2.28365  C28 1.097
54 H -4.09334 2.54531 1.01413  C26 1.089
55 H -1.64117 -2.96695 -0.72941  C20 1.090
56 H 2.42698 1.02232 0.04733  C12 1.093
57 H 1.36990 0.04415 -1.89811  C14 1.096
58 H 4.19572 2.19069 1.47854  C17 1.081

3.
# C21H80O19

A cluster of 19 separate species, C21H80O19 in total in a non-equilibrium geometry (ωB97M-V with the def2-TZVPD basis set, the OMol25 dataset).

Output
Strongest force on any atom, eV/A: 3.06
LUMO energy, eV: 0.23
Frontier orbital gap, eV: 10.392
E_HOMO, eV: -10.16
Net charge: 0
DFT total energy, eV: -61978.3462

Last columns: bonded neighbours and bond lengths (Å).
Cartesian coordinates (Å):
1 O 5.59021 1.77866 -0.17789  H76 0.949, H97 0.962
2 O -0.72598 6.00975 0.58589  H44 0.965, H54 0.958
3 O 3.03733 0.51350 -0.14382  H67 0.973, H89 0.966
4 O -3.55009 1.44735 4.99451  H75 0.938, H117 0.951
5 O -0.31103 1.11967 -3.21901  H41 0.982, H78 0.973
6 O -3.46977 2.40093 2.30893  H74 0.969, H99 0.990
7 O 0.32726 0.36455 -0.62728  C36 1.423, H102 0.968
8 O -0.66105 -1.11421 5.05148  H79 0.989, H120 0.941
9 O -3.75355 0.35171 -1.41656  H57 0.984, H118 0.969
10 O -2.93335 4.16947 -0.44884  H53 0.976, H68 0.981
11 O 3.24520 -2.64869 -4.94789  C38 1.480, H64 0.989
12 O 3.84073 4.18120 0.67667  H65 0.989, H108 0.984
13 O 3.67865 -2.20614 1.31488  C39 1.432, H69 0.931
14 O -5.09709 1.67399 0.39772  C26 1.461, H46 1.023
15 O 2.48212 -2.19058 3.98212  C32 1.416, H55 0.996
16 O -2.43384 2.43204 -2.73919  H42 1.011, H58 0.972
17 O -0.64555 1.80128 5.10303  H62 0.985, H115 0.945
18 O 1.85633 2.19232 -4.63315  C37 1.478, H49 0.968
19 O -2.16114 -1.93711 -0.39779  C24 1.435, H109 0.944
20 C 1.80259 4.60117 -4.04418  C37 1.469, H94 1.100, H104 1.123, H110 1.067
21 C -1.75862 -4.30745 -0.17672  C24 1.557, H72 1.071, H80 1.089, H90 1.086
22 C 3.39287 -3.92809 5.38343  C32 1.531, H51 1.085, H96 1.131, H113 1.124
23 C -3.89418 -3.28645 -1.09523  C24 1.488, H77 1.087, H93 1.099, H105 1.053
24 C -2.40946 -3.19249 -1.04753  O19 1.435, C21 1.557, C23 1.488, H85 1.124
25 C 1.22655 -4.21140 4.06875  C32 1.468, H45 1.073, H47 1.073, H60 1.068
26 C -6.48407 1.34350 0.71548  O14 1.461, C30 1.513, C35 1.525, H86 1.152
27 C 4.66538 -3.02247 -0.55877  C39 1.541, H50 1.106, H88 1.093, H98 1.089
28 C 1.82285 -4.05151 -3.80692  C38 1.485, H73 1.071, H81 1.071, H100 1.107
29 C 3.97023 3.30049 -3.86711  C37 1.553, H63 1.107, H83 1.126, H119 1.111
30 C -7.21244 2.57091 1.21735  C26 1.513, H106 1.084, H111 1.117, H112 1.072
31 C 0.00342 2.69088 -0.22962  C36 1.538, H43 1.087, H48 1.078, H114 1.117
32 C 2.55696 -3.59560 4.14520  O15 1.416, C22 1.531, C25 1.468, H87 1.076
33 C 0.33990 1.19466 1.74774  C36 1.517, H56 1.091, H70 1.076, H82 1.057
34 C 2.08309 -3.26575 -0.10109  C39 1.520, H52 1.101, H59 1.059, H61 1.111
35 C -6.64691 0.34652 1.85760  C26 1.525, H66 1.092, H107 1.124, H116 1.097
36 C -0.20119 1.27349 0.33230  O7 1.423, C31 1.538, C33 1.517, H92 1.103
37 C 2.59014 3.47337 -4.55855  O18 1.478, C20 1.469, C29 1.553, H84 1.130
38 C 2.31986 -2.65268 -3.79295  O11 1.480, C28 1.485, C40 1.481, H95 1.117
39 C 3.51079 -3.31118 0.41937  O13 1.432, C27 1.541, C34 1.520, H91 1.088
40 C 1.29177 -1.58837 -3.84413  C38 1.481, H71 1.069, H101 1.087, H103 1.125
41 H -0.15213 0.62484 -2.38622  O5 0.982
42 H -1.68284 1.90550 -3.16429  O16 1.011
43 H -0.58847 2.78916 -1.13549  C31 1.087
44 H -1.23281 5.48454 -0.04561  O2 0.965
45 H 0.89739 -4.07513 3.05693  C25 1.073
46 H -4.66369 0.99540 -0.23385  O14 1.023
47 H 1.23603 -5.26345 4.27765  C25 1.073
48 H -0.41539 3.46664 0.39037  C31 1.078
49 H 2.51809 1.55237 -4.33338  O18 0.968
50 H 5.60764 -3.21746 -0.01320  C27 1.106
51 H 4.34521 -3.40831 5.34978  C22 1.085
52 H 1.80258 -4.07658 -0.79078  C34 1.101
53 H -2.66402 3.49235 -1.09797  O10 0.976
54 H -1.26398 6.32173 1.31494  O2 0.958
55 H 1.53983 -1.90404 4.12889  O15 0.996
56 H -0.41831 1.53692 2.45297  C33 1.091
57 H -3.33791 1.12837 -1.85441  O9 0.984
58 H -2.68100 3.20407 -3.27583  O16 0.972
59 H 1.44276 -3.32103 0.74023  C34 1.059
60 H 0.60900 -3.72080 4.78920  C25 1.068
61 H 1.89789 -2.32797 -0.66734  C34 1.111
62 H -1.61642 1.85173 5.26155  O17 0.985
63 H 3.74937 3.02093 -2.81859  C29 1.107
64 H 3.86882 -1.88218 -4.91824  O11 0.989
65 H 3.75403 5.16060 0.56879  O12 0.989
66 H -6.19771 -0.64020 1.72550  C35 1.092
67 H 3.21349 -0.38073 0.19639  O3 0.973
68 H -3.79395 3.84617 -0.10696  O10 0.981
69 H 3.09763 -2.24346 2.04115  O13 0.931
70 H 0.47407 0.17084 2.05043  C33 1.076
71 H 0.58361 -1.62131 -4.64375  C40 1.069
72 H -1.63286 -5.21318 -0.73401  C21 1.071
73 H 0.93022 -4.12825 -3.21953  C28 1.071
74 H -2.71850 2.63135 1.74113  O6 0.969
75 H -3.60653 0.51743 4.88466  O4 0.938
76 H 6.40163 1.38073 0.11102  O1 0.949
77 H -4.17882 -2.35810 -1.58348  C23 1.087
78 H 0.51665 1.56935 -3.46110  O5 0.973
79 H -0.49498 -0.14814 4.92323  O8 0.989
80 H -2.40333 -4.49933 0.67996  C21 1.089
81 H 2.52732 -4.69567 -3.32134  C28 1.071
82 H 1.24660 1.71187 1.91335  C33 1.057
83 H 4.53468 4.27226 -3.79870  C29 1.126
84 H 2.76124 3.76750 -5.63616  C37 1.130
85 H -1.92977 -3.19422 -2.06454  C24 1.124
86 H -6.99965 0.86314 -0.19637  C26 1.152
87 H 3.16595 -3.99390 3.35284  C32 1.076
88 H 4.59976 -1.99489 -0.92574  C27 1.093
89 H 3.93457 0.84271 -0.28338  O3 0.966
90 H -0.80663 -3.93214 0.18653  C21 1.086
91 H 3.75625 -4.25249 0.90691  C39 1.088
92 H -1.26290 0.97633 0.36661  C36 1.103
93 H -4.27101 -4.17205 -1.62534  C23 1.099
94 H 2.16613 5.59696 -4.33627  C20 1.100
95 H 2.96964 -2.47216 -2.90211  C38 1.117
96 H 3.55638 -5.04635 5.33655  C22 1.131
97 H 5.34987 2.50943 0.39932  O1 0.962
98 H 4.60813 -3.64103 -1.45344  C27 1.089
99 H -4.15750 2.10947 1.65949  O6 0.990
100 H 1.60953 -4.49369 -4.79925  C28 1.107
101 H 0.73272 -1.61690 -2.91276  C40 1.087
102 H 1.28119 0.51469 -0.55397  O7 0.968
103 H 1.85304 -0.61570 -3.90523  C40 1.125
104 H 0.73853 4.54191 -4.39691  C20 1.123
105 H -4.30727 -3.26491 -0.12735  C23 1.053
106 H -6.62263 3.07242 1.97600  C30 1.084
107 H -6.16540 0.84108 2.74420  C35 1.124
108 H 2.94432 3.90489 0.97280  O12 0.984
109 H -1.26525 -1.65643 -0.30222  O19 0.944
110 H 1.78609 4.66856 -2.97937  C20 1.067
111 H -7.24318 3.38473 0.45329  C30 1.117
112 H -8.18310 2.31897 1.59483  C30 1.072
113 H 2.72756 -3.73935 6.26922  C22 1.124
114 H 1.03273 2.95720 -0.57128  C31 1.117
115 H -0.19682 2.43887 5.63691  O17 0.945
116 H -7.70783 0.18379 2.08665  C35 1.097
117 H -3.39433 1.74199 4.10420  O4 0.951
118 H -3.13762 -0.39042 -1.32288  O9 0.969
119 H 4.55654 2.50923 -4.38094  C29 1.111
120 H -0.81503 -1.49835 4.20691  O8 0.941

Which of these has the highest E_HOMO?
C23H33N3O4S

What is the net charge in the third record?
0

The lowest E_HOMO belongs to which entry?
C21H80O19